1.
103
Properties=species:S:1:pos:R:3:forces:R:3 method="wB97M-V/def2-TZVPD" e_tot_ev=-117976.984 largest_force_ha_per_bohr=0.0635 total_charge=+1 homo_ha="-0.33647 / -0.34121" multiplicity=2 lumo_energy_ev="-4.39 / -3.74"
V 0.040 -0.041 1.055 0.63 -3.11 -0.78
C 2.839 0.173 -0.171 0.08 0.28 -0.45
N 1.571 -0.390 0.244 1.02 0.42 -0.04
C 1.518 -1.807 0.507 0.17 -0.95 0.05
C -0.503 -2.028 -0.933 -0.07 -0.43 -0.55
C -1.486 -2.511 -1.758 0.45 0.24 0.08
C -2.661 -1.745 -1.512 -0.05 0.29 0.26
C -2.344 -0.837 -0.538 -0.68 -0.19 -0.22
N -1.021 -0.986 -0.185 0.15 0.30 0.22
C 3.030 0.183 -1.675 0.02 0.00 0.04
C 2.179 0.946 -2.469 0.00 -0.07 0.08
C 2.417 1.079 -3.826 -0.06 0.04 -0.02
C 3.509 0.443 -4.404 0.03 -0.02 0.00
C 4.337 -0.351 -3.626 0.01 0.00 -0.05
C 4.098 -0.480 -2.264 0.01 -0.01 0.06
H 3.662 -0.371 0.300 -0.08 -0.03 0.06
H 2.886 1.210 0.165 0.02 -0.07 0.07
H 2.513 -2.209 0.732 0.06 0.03 -0.12
H -1.375 -3.319 -2.464 -0.03 -0.04 0.04
H -3.621 -1.859 -1.988 -0.01 0.00 0.03
H -2.978 -0.112 -0.052 0.03 0.05 -0.06
H 1.338 1.447 -1.999 0.00 0.07 -0.07
H 1.764 1.690 -4.435 0.00 0.00 0.01
H 3.719 0.579 -5.456 -0.04 -0.06 -0.01
H 5.181 -0.858 -4.074 0.00 0.01 0.00
H 4.764 -1.081 -1.654 0.00 0.01 0.01
Cl -0.886 0.382 3.065 -0.55 -0.29 1.75
C -1.071 2.107 3.303 -0.13 0.96 -0.14
C -1.264 2.586 4.585 -0.02 -0.33 0.12
C -1.368 3.954 4.771 -0.02 0.07 -0.09
C -1.305 4.814 3.682 -0.02 0.04 -0.03
C -1.123 4.313 2.404 -0.03 -0.04 0.01
C -0.994 2.942 2.195 0.10 -0.48 0.01
P -0.608 2.207 0.554 -0.76 2.63 -0.19
C -2.107 2.495 -0.430 0.03 -0.36 -0.08
C -2.091 2.016 -1.742 0.09 0.07 0.06
C -3.219 2.122 -2.535 0.02 0.02 -0.05
C -4.375 2.693 -2.019 0.00 0.03 0.01
C -4.397 3.167 -0.716 -0.04 0.01 0.00
C -3.269 3.064 0.084 0.09 0.00 0.06
C 0.581 3.457 -0.033 0.23 -0.29 -0.02
C 1.819 3.479 0.611 -0.10 0.01 -0.05
C 2.797 4.372 0.212 0.04 -0.01 0.04
C 2.536 5.255 -0.828 -0.02 0.04 -0.02
C 1.293 5.263 -1.442 0.03 0.04 -0.03
C 0.312 4.361 -1.052 -0.08 -0.10 0.01
H -1.332 1.902 5.421 0.05 0.02 0.00
H -1.496 4.351 5.768 -0.03 -0.03 0.01
H -1.393 5.882 3.828 0.00 -0.01 0.02
H -1.077 4.983 1.555 0.07 0.02 0.01
H -1.195 1.541 -2.129 -0.04 -0.04 -0.05
H -3.205 1.743 -3.548 0.02 0.00 0.00
H -5.263 2.763 -2.633 0.01 0.01 -0.01
H -5.297 3.614 -0.315 0.00 -0.02 0.00
H -3.303 3.420 1.105 -0.01 0.00 0.00
H 2.001 2.800 1.440 0.09 0.03 0.00
H 3.760 4.384 0.705 -0.01 -0.01 0.01
H 3.304 5.944 -1.154 -0.01 0.02 0.02
H 1.083 5.975 -2.229 0.01 -0.03 -0.02
H -0.656 4.365 -1.536 0.03 0.00 -0.03
C 2.222 -8.797 -0.333 -0.07 0.12 -0.07
C 1.217 -7.698 -0.733 -0.08 -0.07 0.05
C -0.096 -7.965 0.028 0.09 0.06 -0.04
C 0.957 -7.835 -2.236 0.05 0.05 0.05
C 1.768 -6.277 -0.365 0.11 0.37 -0.50
O 1.881 -6.161 1.036 -0.06 0.22 0.18
C 3.143 -6.026 -1.042 -0.07 0.00 0.31
C 3.974 -4.840 -0.503 -0.12 -0.24 0.03
C 4.716 -5.108 0.789 -0.11 0.02 -0.09
C 5.869 -5.886 0.769 -0.02 0.02 0.02
C 6.561 -6.184 1.934 0.07 -0.04 0.01
C 6.094 -5.695 3.141 -0.11 0.05 -0.09
Cl 6.931 -6.069 4.612 0.06 -0.02 0.04
C 4.959 -4.900 3.187 0.05 0.04 0.05
C 4.284 -4.606 2.013 0.04 -0.06 -0.04
C 0.748 -5.175 -0.852 -0.24 -0.23 0.49
N 0.630 -3.968 -0.050 1.45 0.08 -0.33
C 0.845 -2.629 -0.617 -0.37 -0.36 0.44
N 0.658 -1.857 1.674 -0.38 2.06 -0.48
C -0.031 -3.007 1.882 -0.33 -1.61 -0.27
N 0.006 -4.065 1.125 -0.60 0.52 0.57
H 1.721 -9.764 -0.362 0.02 -0.02 -0.01
H 2.616 -8.678 0.680 0.01 -0.05 0.01
H 3.066 -8.848 -1.020 0.03 -0.01 0.04
H -0.341 -9.026 -0.028 -0.02 0.00 -0.04
H -0.936 -7.415 -0.396 -0.01 -0.01 0.03
H -0.006 -7.687 1.076 -0.04 -0.01 0.02
H 0.562 -8.832 -2.434 -0.02 0.01 -0.08
H 1.873 -7.716 -2.817 -0.02 -0.03 -0.02
H 0.226 -7.107 -2.594 -0.02 -0.04 0.00
H 2.280 -6.966 1.382 0.09 0.06 0.00
H 2.965 -5.861 -2.106 0.09 -0.10 -0.03
H 3.755 -6.924 -0.943 0.05 0.03 -0.09
H 3.329 -3.971 -0.388 -0.04 0.16 0.02
H 4.718 -4.604 -1.268 -0.04 0.10 -0.02
H 6.244 -6.263 -0.176 -0.01 -0.03 0.00
H 7.460 -6.785 1.903 -0.01 -0.01 0.02
H 4.608 -4.517 4.135 0.01 -0.01 0.00
H 3.390 -4.000 2.066 -0.10 -0.02 -0.05
H -0.246 -5.624 -0.895 0.03 0.02 -0.10
H 1.038 -4.872 -1.856 -0.09 0.01 -0.05
H 1.488 -2.725 -1.492 0.01 0.11 0.00
H -0.634 -3.101 2.777 0.09 0.12 0.05

=====

2.
109
Properties=species:S:1:pos:R:3:forces:R:3 method="wB97M-V/def2-TZVPD" e_tot_ev=-102102.707 largest_force_ha_per_bohr=0.0068 total_charge=+2 homo_ha="-0.47518 / -0.49971" e_above_lowest_kcal_mol=25.23 multiplicity=5 lumo_energy_ev="-4.72 / -6.82"
Rh -0.927 0.362 0.944 0.08 0.11 0.24
N 1.179 0.929 1.601 0.06 -0.06 -0.01
C 1.413 2.381 1.582 0.00 -0.04 -0.03
C 2.874 2.779 1.351 0.00 0.03 -0.04
C 3.570 2.193 0.118 0.00 -0.04 0.02
C 2.943 2.579 -1.220 -0.02 0.04 -0.09
N 2.742 4.018 -1.363 0.15 0.08 0.11
C 3.691 4.904 -1.586 -0.09 0.01 -0.09
N 3.448 6.198 -1.342 0.03 -0.07 0.06
N 4.885 4.541 -2.071 0.00 -0.03 -0.01
C 0.388 3.094 0.666 -0.12 0.09 0.13
O 0.653 4.240 0.264 0.03 -0.16 -0.01
O -0.715 2.506 0.470 0.11 0.06 0.00
H 1.588 0.500 2.423 -0.03 0.02 0.00
H 1.599 0.473 0.795 0.03 0.02 -0.05
H 1.142 2.742 2.580 -0.02 0.05 -0.02
H 3.451 2.494 2.234 0.00 -0.04 -0.02
H 2.905 3.869 1.314 0.02 0.01 0.00
H 3.593 1.099 0.164 0.00 0.01 0.01
H 4.618 2.503 0.145 0.00 0.03 0.00
H 1.952 2.136 -1.314 0.02 0.02 0.01
H 3.520 2.188 -2.063 0.03 0.01 0.04
H 1.899 4.336 -0.858 -0.06 0.04 0.00
H 2.607 6.465 -0.858 -0.02 0.01 -0.02
H 4.106 6.916 -1.584 0.01 0.02 -0.01
H 5.018 3.611 -2.426 0.01 -0.01 0.02
H 5.597 5.222 -2.265 0.00 0.02 -0.01
O 0.112 -1.545 0.360 0.01 -0.01 0.11
P -0.543 -2.348 -0.739 -0.12 -0.13 0.03
C 0.036 -1.791 -2.377 -0.04 0.02 -0.10
P 0.227 0.014 -2.537 -0.14 -0.12 -0.02
O 0.274 0.697 -1.200 0.10 -0.03 0.06
C -1.147 0.630 -3.505 0.00 0.02 0.03
C -1.560 0.036 -4.697 0.03 -0.03 -0.01
C -2.637 0.560 -5.391 -0.01 0.01 -0.01
C -3.297 1.681 -4.900 -0.01 0.00 -0.02
C -2.881 2.281 -3.720 0.01 0.00 0.02
C -1.804 1.759 -3.017 -0.01 0.00 -0.02
C 1.744 0.282 -3.462 0.01 0.11 -0.08
C 2.910 -0.407 -3.129 0.02 -0.05 0.04
C 4.108 -0.092 -3.750 0.01 0.00 0.00
C 4.150 0.918 -4.705 0.00 0.01 0.00
C 2.995 1.616 -5.033 0.00 0.00 0.00
C 1.794 1.300 -4.413 0.00 -0.04 -0.01
C -2.330 -2.156 -0.745 -0.09 0.04 -0.05
C -2.856 -0.861 -0.727 -0.03 -0.04 -0.07
C -4.225 -0.651 -0.678 0.03 0.00 0.04
C -5.084 -1.742 -0.650 -0.03 0.03 0.01
C -4.570 -3.030 -0.660 -0.01 -0.02 0.00
C -3.200 -3.241 -0.702 0.03 -0.01 0.01
C -0.095 -4.075 -0.690 0.04 -0.04 -0.01
C 0.659 -4.531 0.387 0.00 0.05 0.00
C 1.062 -5.857 0.430 -0.01 0.01 0.00
C 0.714 -6.725 -0.595 0.01 -0.01 -0.01
C -0.032 -6.270 -1.676 0.00 0.01 0.02
C -0.432 -4.945 -1.728 -0.03 0.01 -0.03
H -0.660 -2.150 -3.139 0.04 0.00 -0.01
H 0.995 -2.281 -2.555 0.01 0.03 0.03
H -1.040 -0.831 -5.093 -0.01 0.02 0.01
H -2.962 0.100 -6.315 0.01 0.01 0.02
H -4.138 2.089 -5.446 0.01 -0.01 0.01
H -3.393 3.160 -3.350 0.00 -0.01 -0.01
H -1.466 2.216 -2.091 -0.01 0.00 -0.01
H 2.898 -1.191 -2.379 -0.02 0.02 -0.01
H 5.006 -0.643 -3.501 -0.01 0.01 -0.01
H 5.082 1.149 -5.206 -0.01 0.00 0.00
H 3.024 2.394 -5.784 0.00 -0.01 0.01
H 0.894 1.843 -4.677 0.01 -0.01 0.01
H -2.202 0.010 -0.807 -0.09 0.02 -0.21
H -4.618 0.358 -0.666 0.01 -0.02 -0.02
H -6.155 -1.588 -0.618 0.03 0.00 0.01
H -5.240 -3.879 -0.621 0.01 0.01 0.00
H -2.813 -4.251 -0.666 0.01 0.02 -0.01
H 0.921 -3.844 1.183 0.00 -0.04 -0.11
H 1.651 -6.214 1.265 0.00 0.00 0.00
H 1.026 -7.760 -0.556 0.00 0.02 0.00
H -0.300 -6.947 -2.476 0.00 0.01 0.01
H -1.014 -4.599 -2.576 0.00 0.00 0.01
O -2.340 -2.851 4.301 0.03 0.00 0.02
S -1.493 -2.476 3.208 0.02 0.29 0.20
O -1.721 -3.088 1.938 -0.04 -0.07 -0.12
N -1.606 -0.807 2.948 -0.02 0.13 0.28
C -2.128 -0.019 3.892 -0.04 -0.13 -0.13
C -2.205 -0.275 5.296 0.01 0.04 -0.19
C -2.817 0.618 6.158 -0.02 0.02 -0.01
C -3.408 1.773 5.686 0.00 0.01 -0.02
C -3.361 2.098 4.303 -0.02 0.02 0.06
C -3.979 3.247 3.775 0.00 -0.01 0.02
C -3.902 3.487 2.430 -0.02 0.02 -0.03
C -3.182 2.596 1.627 -0.02 -0.01 -0.06
N -2.598 1.509 2.100 0.03 -0.04 0.02
C -2.692 1.245 3.415 0.06 -0.15 -0.07
C 0.190 -2.731 3.668 0.04 -0.01 -0.04
C 0.613 -4.056 3.701 -0.03 0.00 0.09
C 1.913 -4.337 4.087 0.03 0.03 0.02
C 2.779 -3.305 4.431 0.00 -0.03 -0.02
C 2.345 -1.988 4.397 -0.01 0.01 -0.02
C 1.043 -1.694 4.014 -0.05 0.01 0.04
H -1.769 -1.170 5.697 0.07 -0.15 0.01
H -2.840 0.394 7.216 0.00 0.00 -0.02
H -3.916 2.448 6.365 0.01 -0.01 -0.01
H -4.511 3.921 4.436 0.00 -0.01 -0.01
H -4.369 4.352 1.980 0.01 -0.02 0.01
H -3.054 2.787 0.571 0.00 0.00 0.01
H -0.069 -4.855 3.435 0.01 0.05 0.01
H 2.250 -5.364 4.128 0.01 0.00 0.01
H 3.793 -3.531 4.735 -0.01 0.00 0.00
H 3.017 -1.188 4.681 0.00 -0.01 0.00
H 0.692 -0.669 4.002 -0.03 -0.05 0.02